Entry 1:
Molecular formula: C19H27N3O2S2
Method: DFT, ωB97M-V/def2-TZVPD

As for the total charge: 0. The calculation puts the highest occupied orbital energy at -8.074 eV. The value obtained for the total energy is -1851.2994 Eh. The LUMO energy is 0.699 eV. Its strongest force on any atom is 0.99 eV Å⁻¹. The HOMO-LUMO gap is 0.3224 hartree.

Last column: Mulliken charge in e.
CARTESIAN COORDINATES (ANGSTROEM)
C -7.326 -1.231 -0.045  -1.436
C -5.969 -0.617 0.109  0.989
C -5.424 0.140 -0.926  -0.838
C -4.179 0.727 -0.791  -0.389
C -3.473 0.551 0.383  -0.178
C -3.994 -0.190 1.424  -0.099
C -5.242 -0.774 1.283  -0.825
H -5.656 -1.356 2.094  0.333
H -3.416 -0.299 2.328  0.485
S -1.872 1.328 0.534  1.443
O -1.246 0.877 1.751  -0.683
O -2.026 2.741 0.347  -0.802
N -1.098 0.775 -0.849  -0.194
H -0.542 1.540 -1.213  0.450
C -0.292 -0.431 -0.784  -0.829
C -1.099 -1.572 -0.182  -1.707
H -0.533 -2.498 -0.240  0.542
H -1.319 -1.356 0.860  0.305
H -2.035 -1.694 -0.723  0.397
H -0.028 -0.671 -1.822  0.541
C 1.007 -0.156 0.024  -0.420
C 1.911 -1.350 0.016  0.178
C 2.238 -2.193 -1.004  -0.360
C 3.134 -3.216 -0.621  -0.678
C 3.474 -3.148 0.689  -0.569
S 2.703 -1.833 1.483  -0.144
H 4.132 -3.787 1.244  0.495
H 3.505 -3.967 -1.297  0.422
H 1.854 -2.101 -2.005  0.451
N 1.574 1.096 -0.473  0.106
C 2.626 1.041 -1.465  -1.135
C 4.032 0.892 -0.870  -0.415
N 4.276 1.940 0.104  -0.206
C 5.615 1.861 0.644  -1.059
H 5.769 2.689 1.334  0.345
H 6.333 1.945 -0.170  0.333
H 5.802 0.916 1.181  0.341
C 3.268 1.898 1.150  -0.510
C 1.888 2.100 0.524  -0.858
H 1.110 2.104 1.289  0.444
H 1.879 3.070 0.015  0.410
H 3.470 2.706 1.857  0.577
H 3.293 0.941 1.702  0.131
H 4.770 0.988 -1.671  0.542
H 4.149 -0.110 -0.419  0.198
H 2.430 0.224 -2.161  0.433
H 2.590 1.985 -2.019  0.515
H 0.691 0.022 1.056  1.094
H -3.742 1.319 -1.578  0.428
H -5.984 0.269 -1.840  0.383
H -7.504 -1.984 0.719  0.356
H -7.432 -1.690 -1.026  0.359
H -8.093 -0.463 0.047  0.307

Entry 2:
Molecular formula: C19H27N3O3S
Method: DFT, ωB97M-V/def2-TZVPD

As for the total charge: 0. The calculation puts the highest occupied orbital energy at -8.643 eV. The value obtained for the total energy is -1528.4450 Eh. The LUMO energy is -0.309 eV. Its strongest force on any atom is 0.78 eV Å⁻¹. The HOMO-LUMO gap is 0.3063 hartree.

Last column: Mulliken charge in e.
CARTESIAN COORDINATES (ANGSTROEM)
C -5.712 2.417 1.615  -1.413
C -5.486 1.571 0.368  -0.043
C -6.489 0.420 0.281  -0.735
C -6.258 -0.500 -0.924  -0.503
H -5.826 0.072 -1.746  0.326
H -7.213 -0.902 -1.266  0.363
C -5.351 -1.697 -0.621  -1.070
N -4.027 -1.316 -0.187  -0.092
C -2.988 -1.225 -1.044  0.128
O -3.059 -1.532 -2.218  -0.660
C -1.713 -0.713 -0.441  0.789
C -0.842 -0.050 -1.291  -1.095
C 0.367 0.441 -0.806  0.338
C 0.704 0.260 0.540  0.467
C -0.171 -0.426 1.381  -1.036
C -1.368 -0.908 0.900  -0.567
H -2.019 -1.464 1.557  0.534
H 0.122 -0.566 2.410  0.505
C 1.977 0.773 1.057  0.834
O 2.322 0.671 2.214  -0.658
N 2.791 1.408 0.119  0.123
C 2.455 1.590 -1.194  0.102
S 3.412 2.371 -2.283  -0.326
N 1.254 1.105 -1.612  -0.061
H 1.034 1.250 -2.590  0.310
C 4.083 1.898 0.580  -1.702
C 5.223 0.952 0.208  -0.121
C 5.042 -0.442 0.821  -0.394
O 6.191 -1.244 0.741  -0.383
C 6.502 -1.715 -0.554  -0.111
C 7.610 -2.750 -0.433  -1.325
H 7.874 -3.130 -1.416  0.383
H 8.485 -2.297 0.024  0.319
H 7.281 -3.573 0.195  0.319
H 6.833 -0.888 -1.199  0.261
H 5.606 -2.166 -1.010  0.279
H 4.191 -0.956 0.342  0.311
H 4.831 -0.349 1.890  0.274
H 6.156 1.377 0.582  0.333
H 5.292 0.881 -0.879  0.260
H 4.255 2.877 0.126  0.513
H 4.011 1.996 1.664  0.452
H -1.112 0.070 -2.329  0.450
H -3.939 -0.942 0.744  0.311
H -5.802 -2.320 0.157  0.394
H -5.224 -2.292 -1.528  0.406
H -7.489 0.852 0.214  0.432
H -6.455 -0.168 1.202  0.332
H -4.463 1.189 0.372  0.084
H -5.592 2.200 -0.519  0.310
H -5.001 3.239 1.654  0.390
H -5.591 1.817 2.515  0.333
H -6.717 2.833 1.617  0.328

Entry 3:
Molecular formula: C19H27N3O4S2
Method: DFT, ωB97M-V/def2-TZVPD

As for the total charge: 0. The calculation puts the highest occupied orbital energy at -7.543 eV. The value obtained for the total energy is -2001.8343 Eh. The LUMO energy is 0.710 eV. Its strongest force on any atom is 1.05 eV Å⁻¹. The HOMO-LUMO gap is 0.3033 hartree.

Last column: Mulliken charge in e.
CARTESIAN COORDINATES (ANGSTROEM)
C -5.858 -0.199 -0.219  -1.110
H -5.994 -1.002 0.502  0.324
H -5.579 0.703 0.318  0.287
H -6.804 -0.023 -0.726  0.358
C -4.774 -0.570 -1.232  -0.709
C -3.473 -0.858 -0.545  -0.533
C -3.055 -2.120 -0.267  0.867
S -1.519 -2.161 0.570  -0.393
C -1.456 -0.448 0.566  0.295
C -2.556 0.134 -0.061  -0.053
C -2.629 1.575 -0.184  0.918
O -1.805 2.348 0.302  -0.775
O -3.678 2.037 -0.875  -0.243
C -3.747 3.444 -1.030  -0.788
H -4.654 3.640 -1.598  0.246
H -3.792 3.934 -0.055  0.314
H -2.870 3.811 -1.567  0.311
N -0.440 0.283 1.099  0.179
C 0.718 -0.175 1.621  0.511
N 1.610 0.754 2.076  0.017
C 3.022 0.437 2.018  -1.146
H 3.118 -0.639 1.873  0.458
C 3.654 1.198 0.823  -0.475
N 2.608 1.566 -0.105  0.100
C 2.114 0.786 -1.099  0.331
O 1.072 1.061 -1.666  -0.678
C 2.948 -0.384 -1.605  0.063
H 2.270 -0.975 -2.243  0.579
C 4.168 0.073 -2.442  -0.675
H 3.919 0.093 -3.501  0.444
H 4.482 1.075 -2.148  0.277
C 5.241 -0.976 -2.108  -0.619
H 6.079 -0.520 -1.581  0.268
C 4.497 -1.959 -1.189  -0.625
H 4.067 -2.781 -1.778  0.345
O 3.467 -1.211 -0.587  -0.253
H 5.114 -2.374 -0.392  0.345
H 5.624 -1.474 -2.996  0.346
C 1.735 2.584 0.455  -0.966
H 2.247 3.551 0.434  0.399
C 1.388 2.176 1.907  -1.085
H 0.365 2.452 2.163  0.517
H 2.053 2.677 2.616  0.402
H 0.845 2.640 -0.173  0.547
H 4.129 2.126 1.158  0.391
H 4.399 0.574 0.340  0.254
H 3.501 0.724 2.958  0.344
S 0.993 -1.801 1.794  -0.445
H -0.610 1.285 0.929  0.195
C -3.723 -3.411 -0.593  -1.380
H -3.812 -3.543 -1.671  0.341
H -4.723 -3.453 -0.162  0.281
H -3.140 -4.237 -0.193  0.406
H -4.642 0.249 -1.937  0.266
H -5.086 -1.456 -1.787  0.425

Entry 4:
Molecular formula: C19H27N3OS
Method: DFT, ωB97M-V/def2-TZVPD

As for the total charge: 0. The calculation puts the highest occupied orbital energy at -8.342 eV. The value obtained for the total energy is -1377.8913 Eh. The LUMO energy is 0.584 eV. Its strongest force on any atom is 0.98 eV Å⁻¹. The HOMO-LUMO gap is 0.3280 hartree.

Last column: Mulliken charge in e.
CARTESIAN COORDINATES (ANGSTROEM)
C -5.156 2.008 4.045  -1.433
C -3.916 1.439 3.426  1.066
C -3.981 0.589 2.332  -0.800
C -2.829 0.064 1.773  -0.471
C -1.583 0.371 2.299  0.439
C -1.514 1.220 3.398  -0.402
C -2.664 1.747 3.950  -0.843
H -2.594 2.407 4.803  0.383
H -0.552 1.469 3.819  0.449
C -0.321 -0.187 1.695  -1.028
N 0.528 0.892 1.199  0.435
C -0.074 1.643 0.107  -1.384
C 0.035 0.944 -1.252  -0.446
N 1.434 0.673 -1.521  0.220
C 1.970 -0.210 -0.504  -1.083
H 3.014 -0.429 -0.743  0.544
C 1.890 0.471 0.872  -0.169
C 2.864 1.655 0.952  -0.972
H 2.608 2.399 0.199  0.343
H 3.868 1.287 0.736  0.402
C 2.869 2.301 2.340  -0.653
O 1.678 2.976 2.643  -0.644
H 0.953 2.376 2.393  0.353
H 3.667 3.047 2.401  0.469
H 3.070 1.524 3.097  0.242
H 2.195 -0.262 1.630  0.599
H 1.423 -1.169 -0.462  0.314
C 1.704 0.236 -2.880  -1.470
C 1.096 -1.083 -3.242  0.856
C -0.165 -1.343 -3.684  -0.735
N -0.477 -2.649 -3.860  -0.540
C 0.496 -3.430 -3.568  0.674
C 0.463 -4.907 -3.659  -1.109
H 1.220 -5.262 -4.357  0.296
H -0.519 -5.220 -4.004  0.317
H 0.665 -5.355 -2.686  0.295
S 1.942 -2.586 -3.026  -0.161
H -0.908 -0.599 -3.911  0.476
H 1.314 1.005 -3.554  0.502
H 2.790 0.187 -2.999  0.441
H -0.352 1.607 -2.029  0.508
H -0.572 0.022 -1.255  0.288
H -1.123 1.823 0.351  0.578
H 0.433 2.608 0.042  0.369
H -0.582 -0.919 0.915  0.283
H 0.243 -0.714 2.472  0.551
H -2.903 -0.594 0.918  0.348
H -4.942 0.335 1.907  0.310
H -5.061 3.086 4.168  0.350
H -5.316 1.574 5.032  0.305
H -6.029 1.800 3.432  0.337